84
Properties=species:S:1:pos:R:3 method="wB97M-V/def2-TZVPD" largest_force_ev_per_a=2.319 charge=+3 multiplicity=2 gap_ev="6.628 / 6.345" de_lowest_kcal_mol=0.0
Re -0.700 0.183 0.578
N 2.923 2.120 -0.798
C 1.911 1.641 -0.089
S 1.131 0.122 -0.716
N 1.544 2.226 1.017
N 0.478 1.597 1.597
C 0.149 1.901 2.802
C -1.006 1.195 3.358
C -1.435 1.404 4.659
C -2.524 0.686 5.133
C -3.154 -0.212 4.284
C -2.679 -0.373 2.995
N -1.620 0.304 2.527
H 3.226 1.684 -1.651
H 3.412 2.942 -0.474
H 0.716 2.633 3.367
H -0.914 2.117 5.285
H -2.879 0.833 6.144
H -4.017 -0.779 4.606
H -3.169 -1.036 2.297
C 1.954 -2.878 0.391
C 1.162 -2.686 1.689
C 0.357 -1.400 1.968
Sb -1.558 -2.033 -0.372
C -2.954 -3.424 0.367
C -3.152 -3.666 1.725
C -4.057 -4.638 2.125
C -4.760 -5.369 1.176
C -4.551 -5.138 -0.178
C -3.645 -4.171 -0.588
C -2.392 -1.414 -2.211
C -3.765 -1.208 -2.318
C -4.286 -0.658 -3.482
C -3.441 -0.306 -4.527
C -2.070 -0.501 -4.415
C -1.540 -1.047 -3.252
Sb 0.625 -3.555 -1.125
C 0.304 -5.593 -0.829
C 1.179 -6.468 -1.474
C 1.057 -7.831 -1.252
C 0.074 -8.311 -0.397
C -0.791 -7.434 0.244
C -0.682 -6.067 0.033
C 1.429 -3.286 -3.026
C 0.851 -3.963 -4.097
C 1.402 -3.811 -5.361
C 2.511 -2.994 -5.543
C 3.081 -2.324 -4.468
C 2.538 -2.462 -3.199
H 2.689 -3.679 0.474
H 2.464 -1.967 0.103
H 1.880 -2.694 2.515
H 0.528 -3.566 1.844
H 1.005 -0.618 2.357
H -0.436 -1.582 2.676
H -2.582 -3.139 2.481
H -4.208 -4.832 3.179
H -5.465 -6.125 1.493
H -5.091 -5.715 -0.917
H -3.486 -4.009 -1.648
H -4.437 -1.483 -1.512
H -5.353 -0.510 -3.577
H -3.853 0.115 -5.435
H -1.415 -0.235 -5.234
H -0.467 -1.190 -3.180
H 1.944 -6.103 -2.150
H 1.730 -8.518 -1.747
H -0.018 -9.375 -0.228
H -1.553 -7.815 0.910
H -1.361 -5.397 0.540
H -0.005 -4.613 -3.957
H 0.971 -4.338 -6.202
H 2.941 -2.888 -6.530
H 3.956 -1.707 -4.618
H 2.995 -1.950 -2.360
N -2.896 2.383 0.826
C -3.582 3.257 0.083
C -3.302 2.990 -1.245
C -2.427 1.917 -1.221
N -2.169 1.546 0.051
H -2.881 2.297 1.829
H -4.224 3.995 0.537
H -3.688 3.504 -2.107
H -1.974 1.377 -2.040